{
  "formula": "C10H15NO2",
  "method": "the ωB97M-V functional and the def2-TZVPD basis",
  "e_above_lowest_ev": 2.465,
  "orbital_gap_ha": [0.100, 0.256],
  "lumo_ev": [3.53, 3.35],
  "spin_multiplicity": 2,
  "total_charge": -1,
  "fmax_ev_per_a": 6.7,
  "homo_energy_ha": [0.0298, -0.1327],
  "s2": 0.76,
  "elements": ["O", "O", "N", "C", "C", "C", "C", "C", "C", "C", "C", "C", "C", "H", "H", "H", "H", "H", "H", "H", "H", "H", "H", "H", "H", "H", "H", "H"],
  "xyz": [[2.9978, 0.0075, -0.9015], [-3.8164, -0.5016, 1.2685], [2.5047, -1.3773, 0.7401], [0.9633, -2.7380, -1.9081], [-1.4712, -0.3342, 1.2013], [0.8059, 2.6292, 0.3995], [-1.6521, 2.2254, -0.0430], [-2.6995, 0.2158, 0.9589], [-0.3350, 0.5132, 1.1313], [2.2481, -0.8465, -0.4815], [-0.3917, 1.7102, 0.4815], [-2.7934, 1.5791, 0.3820], [1.1378, -1.3139, -1.2933], [-1.4131, -1.2952, 1.5401], [0.5148, -2.6665, -2.7811], [-3.7126, 2.1213, 0.1826], [1.9965, -3.0786, -2.0863], [-1.6666, 3.0762, -0.6495], [0.5552, -3.3896, -1.2313], [3.2356, -1.0444, 1.2375], [0.7785, 3.6292, 0.8361], [0.6242, 0.2623, 1.6630], [2.1663, -2.2756, 1.2123], [1.5033, 2.1532, 1.2084], [1.2067, 2.7237, -0.6486], [1.2051, -0.7038, -2.2313], [-4.6079, -0.0916, 0.7102], [0.1156, -1.1895, -0.8975]],
  "forces_ev_per_a": [[0.5936, 0.9152, -0.2893], [-3.2361, 0.7987, -1.6327], [-2.8094, -3.9570, 0.8380], [5.5946, 1.2888, 3.4232], [-0.3742, 1.6320, -0.5699], [1.8883, -1.3633, 1.3259], [2.9641, -1.9908, 1.2438], [-0.0726, 3.5507, -1.5344], [1.6289, 0.4160, 0.6175], [0.7321, -0.6554, 0.5210], [-1.4416, 2.2588, -0.8726], [-1.3639, -2.8274, 0.8830], [-3.0451, -0.3338, -3.0443], [0.1643, -2.4728, 1.0177], [-2.5094, 0.2186, -3.9046], [-0.5522, -0.5923, 0.2578], [-0.2394, -0.3992, -0.2977], [-0.0347, 1.3528, -0.6236], [-1.3779, -1.7107, 1.4375], [2.7783, 1.6884, 1.3679], [-1.0221, 0.2277, -0.2860], [-1.0092, 0.0109, -0.6448], [-0.0800, 2.0151, -1.7507], [-0.2136, 0.5696, -2.0685], [0.0429, -0.3514, 1.1557], [-0.1451, 0.0253, 1.1049], [2.5885, -1.2141, 1.7780], [0.5513, 0.8996, 0.5473]]
}